Entry 1:
Entry from the Open Molecules 2025 dataset: C36H35N3O7SSbSe4SiW as an isolated structure (ωB97M-V/def2-TZVPD).

The calculation puts the HOMO-LUMO gap at 6.043 eV.

The geometry in ORCA input format:
```
! wB97M-V def2-TZVPD RIJCOSX def2/J DEFGRID3
* xyz 1 1
W 0.452 0.145 0.158
C 1.757 3.393 6.275
Si 2.495 2.264 5.002
C 3.586 1.000 5.802
C 3.416 3.241 3.726
C 1.043 1.327 4.205
C -0.155 1.139 4.902
C -1.249 0.488 4.336
C -1.160 0.021 3.043
N 0.003 0.137 2.382
C 1.047 0.751 2.940
S 2.335 0.654 1.766
H 2.527 4.064 6.658
H 1.354 2.851 7.132
H 0.963 4.010 5.850
H 4.414 1.469 6.336
H 4.011 0.321 5.060
H 3.019 0.405 6.521
H 4.037 3.973 4.248
H 2.743 3.786 3.061
H 4.072 2.626 3.112
H -0.256 1.534 5.905
H -2.173 0.355 4.878
H -1.993 -0.443 2.540
O -3.559 0.701 1.052
C -2.494 1.036 0.599
O -1.566 0.096 0.328
C -2.162 2.462 0.354
C -3.209 3.375 0.265
C -2.905 4.702 0.058
C -1.604 5.158 -0.066
C -0.584 4.238 0.012
C -0.837 2.884 0.249
O 0.167 2.060 0.418
N 0.802 4.742 -0.178
O 1.652 3.964 -0.564
O 0.971 5.921 0.008
N -4.003 5.683 -0.040
O -5.131 5.248 0.002
O -3.697 6.847 -0.149
H -4.231 3.040 0.364
H -1.391 6.205 -0.230
Se 2.392 -1.152 -0.839
Se 2.519 1.097 -1.265
Se 1.343 1.113 -3.305
Se -0.509 0.338 -2.168
C 2.861 -4.172 0.156
C 1.649 -5.040 0.308
C 1.851 -6.404 0.530
C 0.794 -7.285 0.668
C -0.505 -6.814 0.583
C -0.727 -5.462 0.382
C 0.337 -4.565 0.250
Sb -0.501 -2.585 0.073
C -1.673 -2.908 1.793
C -3.057 -3.021 1.725
C -3.805 -3.248 2.874
C -3.159 -3.369 4.092
C -1.775 -3.289 4.155
C -1.006 -3.069 3.016
C 0.494 -3.047 3.153
C -1.566 -2.978 -1.701
C -0.891 -3.922 -2.488
C -1.399 -4.351 -3.701
C -2.611 -3.848 -4.141
C -3.272 -2.900 -3.384
C -2.764 -2.419 -2.174
C -3.531 -1.299 -1.535
H 3.776 -4.759 0.206
H 2.916 -3.419 0.948
H 2.860 -3.686 -0.819
H 2.866 -6.774 0.588
H 0.984 -8.336 0.839
H -1.346 -7.486 0.678
H -1.753 -5.121 0.326
H -3.573 -2.948 0.780
H -4.881 -3.327 2.809
H -3.729 -3.541 4.995
H -1.275 -3.405 5.108
H 0.782 -2.928 4.197
H 0.963 -2.228 2.596
H 0.931 -3.982 2.794
H 0.040 -4.354 -2.147
H -0.857 -5.083 -4.283
H -3.038 -4.188 -5.075
H -4.211 -2.494 -3.737
H -4.602 -1.446 -1.678
H -3.283 -0.342 -2.003
H -3.347 -1.181 -0.476
*
```

=====

Entry 2:
Entry from the Open Molecules 2025 dataset: a 4-piece molecular cluster, C36H36BN5O10 overall at a distorted geometry (ωB97M-V/def2-TZVPD).

Its structure (SMILES) is CC[C@H](C)c1c(N=C=O)c(CC(=O)N(C)C)c(B(C)O)c2nc(O)c(N)nc12.O=C1C=CC(=O)C=C1.O=C1C=CC(=O)C=C1.O=C1C=CC(=O)C=C1. The calculation puts the HOMO-LUMO gap at 6.532 eV.

The geometry in ORCA input format:
```
! wB97M-V def2-TZVPD RIJCOSX def2/J DEFGRID3
* xyz 0 1
C -2.276 0.076 1.992
C -1.728 -0.694 0.777
C -2.756 -0.846 -0.339
C -2.255 -1.754 -1.468
C -3.257 0.455 -0.925
C -2.448 1.434 -1.449
N -1.032 1.206 -1.502
C -0.245 1.719 -0.735
O 0.512 2.197 0.020
C -2.945 2.617 -2.021
C -2.022 3.648 -2.613
C -1.848 4.863 -1.759
O -1.969 5.973 -2.201
N -1.485 4.590 -0.407
C -2.578 4.926 0.503
C -0.225 5.232 -0.041
C -4.305 2.828 -2.056
B -4.971 4.104 -2.702
C -5.402 4.120 -4.215
O -5.135 5.193 -1.906
C -5.164 1.850 -1.541
N -6.517 2.074 -1.618
C -7.279 1.163 -1.160
O -8.639 1.309 -1.228
C -6.779 -0.048 -0.567
N -7.678 -1.001 -0.139
N -5.512 -0.274 -0.478
C -4.657 0.671 -0.979
H -1.576 0.849 2.295
H -2.357 -0.590 2.844
H -3.257 0.499 1.796
H -1.491 -1.706 1.105
H -0.787 -0.279 0.438
H -3.600 -1.354 0.110
H -3.081 -1.958 -2.148
H -1.429 -1.312 -2.013
H -1.961 -2.716 -1.056
H -2.318 3.947 -3.613
H -1.031 3.201 -2.700
H -3.506 4.497 0.137
H -2.365 4.509 1.480
H -2.735 6.005 0.575
H 0.616 4.642 -0.391
H -0.158 6.256 -0.409
H -0.166 5.274 1.042
H -6.107 3.317 -4.418
H -5.896 5.053 -4.488
H -4.544 4.003 -4.872
H -5.585 5.889 -2.396
H -8.899 2.067 -0.695
H -7.275 -1.596 0.570
H -8.570 -0.620 0.135
O 0.180 -1.007 3.503
C 1.243 -1.526 3.250
C 1.454 -2.987 3.426
C 2.620 -3.554 3.130
C 3.754 -2.750 2.609
O 4.814 -3.271 2.327
C 3.547 -1.292 2.438
C 2.382 -0.724 2.735
H 0.609 -3.551 3.800
H 2.800 -4.616 3.246
H 4.391 -0.730 2.058
H 2.202 0.337 2.613
O 0.399 -3.787 -1.529
C 1.575 -3.603 -1.751
C 2.554 -3.458 -0.644
C 3.847 -3.257 -0.884
C 4.367 -3.174 -2.273
O 5.545 -2.993 -2.492
C 3.388 -3.318 -3.382
C 2.096 -3.517 -3.140
H 2.149 -3.525 0.358
H 4.575 -3.148 -0.091
H 3.790 -3.252 -4.385
H 1.364 -3.626 -3.930
O 7.798 -1.616 4.325
C 8.540 -2.371 3.732
C 9.992 -2.421 4.042
C 10.806 -3.246 3.390
C 10.298 -4.152 2.327
O 11.043 -4.903 1.737
C 8.847 -4.100 2.019
C 8.030 -3.276 2.671
H 10.339 -1.753 4.819
H 11.867 -3.301 3.596
H 8.499 -4.767 1.241
H 6.969 -3.221 2.465
*
```

=====

Entry 3:
Entry from the Open Molecules 2025 dataset: C36H36BrI2N2O2PV as an isolated structure at a distorted geometry (ωB97M-V/def2-TZVPD).

The calculation puts the HOMO-LUMO gap (alpha / beta) at 7.072 / 7.054 eV.

The geometry in ORCA input format:
```
! wB97M-V def2-TZVPD RIJCOSX def2/J DEFGRID3
* xyz 0 2
V 0.530 0.817 -0.906
C -4.503 -0.753 -3.162
C -3.755 0.412 -2.506
C -3.646 0.317 -1.001
C -4.807 0.578 -0.287
C -4.806 0.664 1.090
C -3.610 0.551 1.769
C -2.422 0.294 1.101
C -1.158 0.256 1.920
C -1.199 -0.811 3.011
C -2.436 0.122 -0.295
N -1.258 -0.150 -0.992
C -1.286 -0.952 -2.018
C -0.247 -0.852 -2.954
C -0.067 -1.330 -4.263
C 1.017 -0.633 -4.782
C 1.464 0.234 -3.781
N 0.715 0.096 -2.684
H -4.540 -0.599 -4.239
H -5.525 -0.815 -2.795
H -4.024 -1.712 -2.971
H -4.314 1.325 -2.729
H -2.767 0.517 -2.964
H -5.723 0.733 -0.840
H -5.720 0.871 1.624
H -3.588 0.691 2.839
H -1.041 1.237 2.396
H -0.270 0.082 1.287
H -1.918 -0.549 3.780
H -0.222 -0.896 3.483
H -1.488 -1.772 2.596
H -2.115 -1.637 -2.183
H -0.681 -2.057 -4.763
H 1.434 -0.738 -5.765
H 2.301 0.911 -3.813
I 3.046 1.676 -0.803
C 3.379 3.376 2.675
I 1.659 2.454 3.312
H 3.294 4.415 2.433
H 4.111 2.759 2.194
C 2.701 -2.034 -1.845
P 1.573 -1.472 -0.501
C 0.497 -2.938 -0.267
C 0.016 -3.684 -1.337
C -0.796 -4.782 -1.112
C -1.135 -5.149 0.179
C -0.656 -4.416 1.252
C 0.146 -3.314 1.028
C 2.732 -1.815 0.883
C 3.112 -0.829 1.779
C 4.039 -1.105 2.769
C 4.576 -2.373 2.882
C 4.180 -3.373 2.008
C 3.265 -3.097 1.014
H 3.033 -3.053 -1.649
H 3.563 -1.362 -1.848
H 2.220 -1.992 -2.820
H 0.285 -3.422 -2.349
H -1.151 -5.366 -1.948
H -1.764 -6.011 0.342
H -0.889 -4.711 2.265
H 0.535 -2.756 1.867
H 2.683 0.160 1.698
H 4.338 -0.328 3.453
H 5.291 -2.588 3.660
H 4.579 -4.372 2.102
H 2.943 -3.886 0.348
Br 2.366 7.958 2.278
C 1.372 6.510 1.538
C 0.285 6.011 2.239
C -0.409 4.939 1.716
C -0.008 4.356 0.517
C 1.070 4.883 -0.189
C 1.758 5.969 0.322
C -0.775 3.166 0.032
O -1.955 3.000 0.294
O -0.112 2.315 -0.666
H -0.011 6.455 3.177
H -1.265 4.530 2.231
H 1.365 4.455 -1.139
H 2.591 6.391 -0.217
*
```